Record 1
Entry from the OMol25 dataset: 3 unconnected molecules or ions with the total composition C3H8O3 at a distorted geometry (the ωB97M-V functional and the def2-TZVPD basis).

The calculation puts the HOMO-LUMO gap at 5.29 eV. The calculation puts the molar mass at 92.1 Da. The HOMO energy is -9.0 eV.

Element x y z (Å)
O 2.307 0.534 0.564
C 1.864 -0.492 1.058
C 0.785 -1.158 0.393
C 0.108 -0.598 -0.771
O -1.143 -1.139 -1.007
H 2.117 -0.927 2.045
H 0.352 -2.069 0.773
H -1.129 1.627 1.727
H -0.058 0.500 -0.495
H 0.639 -0.702 -1.716
H -1.503 -0.331 -1.482
H -1.487 1.780 -2.166
H -1.309 1.733 2.437
O -1.544 1.243 -1.359

Record 2
Entry from the OMol25 dataset: a single C2H3BrClNO molecule at a distorted geometry (the ωB97M-V functional and the def2-TZVPD basis).

The calculation puts the HOMO-LUMO gap at 10.40 eV. The calculation puts the molar mass at 172.4 Da. The HOMO energy is -10.0 eV.

Element x y z (Å)
N -0.883 -0.370 -0.996
C -0.572 -0.360 0.319
O -1.132 -0.948 1.168
C 0.828 0.463 0.707
Cl 0.353 2.069 0.328
Br 2.321 -0.181 -0.454
H -0.592 0.303 -1.674
H -1.407 -1.198 -1.241
H 1.083 0.223 1.842

Record 3
Entry from the OMol25 dataset: 2 unconnected molecules or ions with the total composition C5H14NS at a distorted geometry (the ωB97M-V functional and the def2-TZVPD basis).

The calculation puts the HOMO-LUMO gap at 8.81 eV. The calculation puts the molar mass at 120.2 Da. The total charge is +1. The HOMO energy is -12.8 eV.

Element x y z (Å)
C -0.122 0.023 -2.816
C 0.532 1.143 2.501
C 1.261 -1.265 -0.277
C -1.633 -1.185 -0.627
C 0.073 1.182 -0.373
N -0.343 0.540 1.496
S -0.110 -0.328 -1.186
H -0.444 -0.797 -3.554
H 0.631 0.619 -3.163
H 0.893 0.184 2.944
H 1.403 1.532 1.958
H -0.080 1.769 3.109
H 1.308 -1.391 0.769
H 2.194 -0.698 -0.512
H 1.077 -2.178 -0.772
H -2.443 -1.135 -1.305
H -1.822 -0.786 0.365
H -1.230 -2.216 -0.456
H -0.748 1.830 -0.709
H 1.179 1.443 -0.357
H -1.165 1.004 1.480

Record 4
Entry from the OMol25 dataset: a single C5H5NO molecule at a distorted geometry (the ωB97M-V functional and the def2-TZVPD basis).

The calculation puts the HOMO-LUMO gap (alpha / beta) at 8.13 / 8.13 eV. The calculation puts the molar mass at 95.1 Da. The HOMO energy (alpha / beta) is -8.1 / -8.1 eV.

Element x y z (Å)
O 0.233 0.471 -1.799
C 0.104 0.115 -0.509
C -1.308 -0.372 -0.262
C -1.626 -0.602 1.147
N -1.905 -0.774 2.254
C 1.124 0.242 0.412
C 2.338 0.504 0.829
H 1.168 0.662 -1.968
H 0.241 1.008 0.737
H -2.032 0.333 -0.686
H -1.427 -1.311 -0.816
H 3.090 -0.274 0.660